(1)
A molecular structure, C29H30As2BrIrNO2S in a non-equilibrium geometry. Source: OMol25; level of theory: wB97M-V/def2-TZVPD.

XYZ file:
```
67
Properties=species:S:1:pos:R:3:lowdin_charge:R:1
H -2.188 2.930 1.752 0.03
C 1.092 -1.965 5.252 -0.60
C 0.562 2.494 -4.138 -0.11
As -0.528 -1.502 -0.911 1.05
H -3.023 0.256 3.127 0.05
C -3.310 -0.183 2.171 -0.24
C -0.968 -3.311 -0.342 -0.27
H -3.130 -1.251 2.220 0.02
C -3.997 -0.862 -3.300 -0.09
C 4.614 0.115 -0.212 -0.11
H 1.756 -1.923 1.969 0.07
C 3.144 2.410 -0.713 -0.05
C -4.719 0.047 -2.542 -0.09
C -0.725 3.020 -4.039 -0.13
H 2.542 -1.884 6.819 0.08
H 4.471 -1.843 5.275 0.10
H -2.228 -2.053 -3.441 0.09
C 5.263 1.339 -0.293 -0.12
H 5.181 -0.787 -0.014 0.09
H -2.741 3.023 0.069 0.02
C 0.431 -1.844 -2.571 -0.27
H -1.204 3.479 -4.894 0.08
C -2.273 -0.920 -1.615 -0.38
C -0.544 -2.042 3.272 -0.65
C 0.841 -1.971 3.887 -0.18
Br -0.294 -1.946 6.555 0.75
H 2.733 -0.916 -0.312 0.07
C 1.943 -1.939 3.035 -0.07
H 1.093 2.543 -5.082 0.09
C 1.173 1.891 -3.057 -0.05
H -0.019 -2.676 -3.114 0.02
H -1.474 -3.839 -1.150 0.02
O -1.395 -2.758 3.794 -0.02
H 5.006 3.448 -0.602 0.09
H -1.229 2.360 -0.754 0.02
C 3.465 -1.890 4.879 -0.09
C -2.822 2.466 0.998 -0.26
H 0.429 -0.945 -3.184 0.02
H -0.048 -3.831 -0.075 0.03
H 2.564 3.307 -0.886 0.12
C 0.518 1.790 -1.808 -0.33
O -0.728 -1.391 2.192 -0.33
H -3.860 2.465 1.333 0.03
C -4.222 0.473 -1.319 -0.10
H -2.363 3.369 -2.698 0.10
H -4.375 -1.186 -4.262 0.10
C 2.387 -1.914 5.749 -0.15
C -3.000 -0.001 -0.857 -0.38
H 6.334 1.405 -0.148 0.09
C -2.785 -1.349 -2.833 -0.10
H 2.167 1.474 -3.162 0.11
C -0.756 2.360 -1.721 -0.07
Ir 0.139 0.126 0.812 0.51
H -4.353 0.049 1.944 0.03
H -1.599 -3.257 0.544 0.02
H -4.788 1.188 -0.730 0.10
C 4.516 2.483 -0.550 -0.10
C -1.370 2.948 -2.814 -0.10
H 4.068 -1.868 2.814 0.10
N 1.079 1.089 -0.765 -0.20
C 3.242 0.037 -0.385 -0.07
C 3.241 -1.908 3.511 -0.08
H 1.461 -2.094 -2.319 0.02
As -2.199 0.627 0.809 1.06
S 0.985 1.426 2.365 -0.13
C 2.479 1.183 -0.627 -0.37
H -5.663 0.431 -2.907 0.10
```

- orbital gap (spin up / spin down) (eV) = 5.9 / 6.0
- relative energy (zero: lowest compared OMol25 entry of this formula, charge and spin) (kJ/mol) = 0.0
- multiplicity = 1
- total charge = -1

(2)
A molecular structure, C29H30AsN5O2S2V. Source: OMol25; level of theory: wB97M-V/def2-TZVPD.

XYZ file:
```
70
Properties=species:S:1:pos:R:3:lowdin_charge:R:1
S -2.994 2.477 1.170 0.93
H -3.773 1.196 -2.755 0.06
H 4.334 -1.026 -0.790 0.12
C -2.562 5.119 1.906 -0.30
N -0.728 2.617 -0.218 -0.03
H 5.652 2.510 -2.831 0.11
H 0.998 4.353 0.215 0.07
C 1.449 2.611 -0.925 -0.21
H -3.872 7.456 3.982 0.11
H -3.871 -2.740 -1.300 0.06
H 3.504 -5.559 3.555 0.13
C 0.715 -2.905 0.262 -0.11
C -3.140 6.787 3.549 -0.07
H -4.845 -0.004 -1.984 0.06
C 4.163 -0.018 -1.141 -0.01
H -0.554 4.380 2.008 0.09
C 2.912 0.559 -0.885 -0.30
C 2.209 -7.074 2.763 -0.22
H 0.768 -2.485 1.253 0.15
H -2.131 -2.316 -4.434 0.04
C 0.852 -6.447 0.884 0.00
H -4.496 6.026 2.072 0.11
C -1.502 1.877 0.491 -1.06
O -1.020 -0.262 -2.367 -0.58
C -1.274 5.067 2.435 -0.05
V 0.250 -0.109 -0.921 0.75
C 1.258 -7.401 1.799 0.00
N 0.373 -2.255 -0.829 -0.04
C 1.469 4.097 -0.732 0.01
C -2.832 -2.422 -1.212 -0.19
C 0.835 -4.370 -1.371 -0.02
C 2.674 1.896 -1.295 -0.10
H 0.878 4.581 -1.512 0.11
C -3.842 0.422 -1.993 -0.17
H -2.249 4.342 -0.089 0.07
C 2.369 -4.846 1.882 0.01
C -0.923 5.868 3.508 -0.07
C -2.946 4.250 0.742 -0.39
O 1.993 -0.192 -0.262 -0.22
C 5.133 0.674 -1.830 -0.06
H 2.480 4.487 -0.745 0.08
N 2.955 -8.855 4.482 0.18
C -3.491 5.980 2.474 -0.05
C -1.856 6.733 4.066 -0.08
H 1.040 -5.312 -1.848 0.13
C 0.453 -3.162 -1.861 -0.11
C -2.865 -1.551 -4.190 -0.18
C 1.413 -5.179 0.933 -0.18
C 2.761 -5.797 2.807 0.00
S -1.258 0.162 0.838 0.63
N 0.373 1.924 -0.715 -0.08
H 0.080 5.820 3.912 0.11
H 0.834 -8.395 1.778 0.13
H 3.511 3.585 -2.328 0.11
H -3.945 4.497 0.387 0.08
C 4.894 1.973 -2.277 -0.07
N 1.000 -4.193 -0.013 0.00
H -2.630 -2.091 -0.196 0.01
H 2.812 -3.860 1.883 0.12
H -3.869 -1.964 -4.280 0.05
H -2.171 -3.239 -1.489 0.03
C 2.624 -8.064 3.718 -0.17
H -1.582 7.359 4.905 0.11
H -2.749 -0.708 -4.868 0.05
H -3.609 0.842 -1.016 -0.01
H 0.261 -2.875 -2.881 0.11
C 3.690 2.572 -1.992 -0.03
H 0.096 -6.678 0.145 0.12
H 6.087 0.202 -2.027 0.11
As -2.574 -0.944 -2.400 1.05
```

- orbital gap (spin up / spin down) (eV) = 8.1 / 8.2
- expectation value of S² = 2.02
- relative energy (zero: lowest compared OMol25 entry of this formula, charge and spin) (kJ/mol) = 48.1
- multiplicity = 3
- total charge = +1

(3)
A molecular structure, C29H30BF2FeN4O3P. Source: OMol25; level of theory: wB97M-V/def2-TZVPD.

XYZ file:
```
71
Properties=species:S:1:pos:R:3:lowdin_charge:R:1
H 5.042 3.358 3.327 0.14
C -1.053 -3.638 0.299 -0.35
H -2.436 -3.759 -4.051 0.10
N 4.550 3.006 2.523 0.05
C -0.938 1.162 -0.708 -0.22
C 0.025 -4.265 0.917 -0.09
C -3.435 -1.287 -1.219 -0.07
O 2.902 -0.970 -0.175 0.02
N 3.198 4.845 2.892 0.14
C 2.725 0.370 1.811 -0.31
O -0.760 2.262 -1.205 0.08
H 2.217 4.204 0.729 0.07
H -5.437 -1.755 -1.700 0.10
C -1.500 0.238 1.753 -0.13
C -0.476 2.675 2.727 -0.07
C -0.009 -5.627 1.180 -0.08
H 0.098 3.019 0.671 0.11
C -2.191 -5.758 0.175 -0.07
C -2.700 -3.073 -3.255 -0.10
H -2.996 -3.919 -0.581 0.10
C -1.988 -1.458 -1.492 -0.40
Fe 0.884 -0.338 -0.283 0.52
B -1.237 -0.022 -1.912 -0.87
H -4.835 -3.362 -3.507 0.09
C 5.307 2.137 1.628 -0.17
H 0.903 -3.682 1.172 0.09
C -0.877 1.169 0.853 -0.13
C -1.757 0.662 3.083 -0.17
H -3.508 -2.023 4.227 0.11
C 3.525 3.786 2.069 -0.53
C 2.846 0.177 0.307 -0.59
C -1.221 1.884 3.552 -0.03
C -2.542 -1.883 2.298 -0.05
H -0.047 3.600 3.095 0.09
H 0.833 -6.108 1.660 0.10
F -1.937 0.611 -2.907 0.16
H 5.595 0.093 1.120 0.12
C 5.313 0.654 2.016 -0.16
H -2.770 -2.910 2.045 0.10
H 1.877 -1.467 2.147 0.09
H 1.200 -0.272 3.063 0.10
H -2.717 0.201 4.959 0.11
H 2.276 5.228 2.764 0.09
H -3.725 -0.584 -0.447 0.11
P -0.959 -1.850 0.001 1.15
H -0.672 -2.623 -2.830 0.12
H 3.477 4.785 3.857 0.09
C 4.014 0.080 2.584 -0.14
H 4.893 2.267 0.633 0.10
H 2.910 2.114 0.015 0.05
H -3.051 -6.343 -0.126 0.11
O 2.941 1.239 -0.496 0.09
H 4.129 -1.006 2.641 0.12
H -1.144 -7.437 1.007 0.10
C -1.708 -2.442 -2.572 -0.08
H 2.400 1.396 1.988 0.12
C -4.394 -1.943 -1.925 -0.10
F 0.127 -0.337 -2.351 0.02
H -1.408 2.171 4.581 0.11
H 6.102 0.470 2.748 0.11
C -1.826 -1.113 1.419 -0.27
C -1.119 -6.373 0.810 -0.09
N 2.939 3.530 0.951 0.11
N 1.593 -0.493 2.156 0.08
C -2.506 -0.164 3.961 -0.03
H 3.866 0.435 3.607 0.11
C -2.161 -4.396 -0.081 -0.08
C -4.060 -2.854 -2.951 -0.09
C -0.352 2.331 1.372 -0.04
C -2.931 -1.393 3.562 -0.06
H 6.337 2.495 1.581 0.12
```

- orbital gap (spin up / spin down) (eV) = 5.4 / 6.8
- expectation value of S² = 6.10
- relative energy (zero: lowest compared OMol25 entry of this formula, charge and spin) (kJ/mol) = 179.4
- multiplicity = 5

Q: What is the multiplicity in the third record?
A: 5

Q: Which value of multiplicity does entry 1 give?
A: 1

What did the third record say?
A molecular structure, C29H30BF2FeN4O3P. Source: OMol25; level of theory: wB97M-V/def2-TZVPD.

XYZ file:
```
71
Properties=species:S:1:pos:R:3:lowdin_charge:R:1
H 5.042 3.358 3.327 0.14
C -1.053 -3.638 0.299 -0.35
H -2.436 -3.759 -4.051 0.10
N 4.550 3.006 2.523 0.05
C -0.938 1.162 -0.708 -0.22
C 0.025 -4.265 0.917 -0.09
C -3.435 -1.287 -1.219 -0.07
O 2.902 -0.970 -0.175 0.02
N 3.198 4.845 2.892 0.14
C 2.725 0.370 1.811 -0.31
O -0.760 2.262 -1.205 0.08
H 2.217 4.204 0.729 0.07
H -5.437 -1.755 -1.700 0.10
C -1.500 0.238 1.753 -0.13
C -0.476 2.675 2.727 -0.07
C -0.009 -5.627 1.180 -0.08
H 0.098 3.019 0.671 0.11
C -2.191 -5.758 0.175 -0.07
C -2.700 -3.073 -3.255 -0.10
H -2.996 -3.919 -0.581 0.10
C -1.988 -1.458 -1.492 -0.40
Fe 0.884 -0.338 -0.283 0.52
B -1.237 -0.022 -1.912 -0.87
H -4.835 -3.362 -3.507 0.09
C 5.307 2.137 1.628 -0.17
H 0.903 -3.682 1.172 0.09
C -0.877 1.169 0.853 -0.13
C -1.757 0.662 3.083 -0.17
H -3.508 -2.023 4.227 0.11
C 3.525 3.786 2.069 -0.53
C 2.846 0.177 0.307 -0.59
C -1.221 1.884 3.552 -0.03
C -2.542 -1.883 2.298 -0.05
H -0.047 3.600 3.095 0.09
H 0.833 -6.108 1.660 0.10
F -1.937 0.611 -2.907 0.16
H 5.595 0.093 1.120 0.12
C 5.313 0.654 2.016 -0.16
H -2.770 -2.910 2.045 0.10
H 1.877 -1.467 2.147 0.09
H 1.200 -0.272 3.063 0.10
H -2.717 0.201 4.959 0.11
H 2.276 5.228 2.764 0.09
H -3.725 -0.584 -0.447 0.11
P -0.959 -1.850 0.001 1.15
H -0.672 -2.623 -2.830 0.12
H 3.477 4.785 3.857 0.09
C 4.014 0.080 2.584 -0.14
H 4.893 2.267 0.633 0.10
H 2.910 2.114 0.015 0.05
H -3.051 -6.343 -0.126 0.11
O 2.941 1.239 -0.496 0.09
H 4.129 -1.006 2.641 0.12
H -1.144 -7.437 1.007 0.10
C -1.708 -2.442 -2.572 -0.08
H 2.400 1.396 1.988 0.12
C -4.394 -1.943 -1.925 -0.10
F 0.127 -0.337 -2.351 0.02
H -1.408 2.171 4.581 0.11
H 6.102 0.470 2.748 0.11
C -1.826 -1.113 1.419 -0.27
C -1.119 -6.373 0.810 -0.09
N 2.939 3.530 0.951 0.11
N 1.593 -0.493 2.156 0.08
C -2.506 -0.164 3.961 -0.03
H 3.866 0.435 3.607 0.11
C -2.161 -4.396 -0.081 -0.08
C -4.060 -2.854 -2.951 -0.09
C -0.352 2.331 1.372 -0.04
C -2.931 -1.393 3.562 -0.06
H 6.337 2.495 1.581 0.12
```

- orbital gap (spin up / spin down) (eV) = 5.4 / 6.8
- expectation value of S² = 6.10
- relative energy (zero: lowest compared OMol25 entry of this formula, charge and spin) (kJ/mol) = 179.4
- multiplicity = 5

Please write out number 2 again, unchanged.
A molecular structure, C29H30AsN5O2S2V. Source: OMol25; level of theory: wB97M-V/def2-TZVPD.

XYZ file:
```
70
Properties=species:S:1:pos:R:3:lowdin_charge:R:1
S -2.994 2.477 1.170 0.93
H -3.773 1.196 -2.755 0.06
H 4.334 -1.026 -0.790 0.12
C -2.562 5.119 1.906 -0.30
N -0.728 2.617 -0.218 -0.03
H 5.652 2.510 -2.831 0.11
H 0.998 4.353 0.215 0.07
C 1.449 2.611 -0.925 -0.21
H -3.872 7.456 3.982 0.11
H -3.871 -2.740 -1.300 0.06
H 3.504 -5.559 3.555 0.13
C 0.715 -2.905 0.262 -0.11
C -3.140 6.787 3.549 -0.07
H -4.845 -0.004 -1.984 0.06
C 4.163 -0.018 -1.141 -0.01
H -0.554 4.380 2.008 0.09
C 2.912 0.559 -0.885 -0.30
C 2.209 -7.074 2.763 -0.22
H 0.768 -2.485 1.253 0.15
H -2.131 -2.316 -4.434 0.04
C 0.852 -6.447 0.884 0.00
H -4.496 6.026 2.072 0.11
C -1.502 1.877 0.491 -1.06
O -1.020 -0.262 -2.367 -0.58
C -1.274 5.067 2.435 -0.05
V 0.250 -0.109 -0.921 0.75
C 1.258 -7.401 1.799 0.00
N 0.373 -2.255 -0.829 -0.04
C 1.469 4.097 -0.732 0.01
C -2.832 -2.422 -1.212 -0.19
C 0.835 -4.370 -1.371 -0.02
C 2.674 1.896 -1.295 -0.10
H 0.878 4.581 -1.512 0.11
C -3.842 0.422 -1.993 -0.17
H -2.249 4.342 -0.089 0.07
C 2.369 -4.846 1.882 0.01
C -0.923 5.868 3.508 -0.07
C -2.946 4.250 0.742 -0.39
O 1.993 -0.192 -0.262 -0.22
C 5.133 0.674 -1.830 -0.06
H 2.480 4.487 -0.745 0.08
N 2.955 -8.855 4.482 0.18
C -3.491 5.980 2.474 -0.05
C -1.856 6.733 4.066 -0.08
H 1.040 -5.312 -1.848 0.13
C 0.453 -3.162 -1.861 -0.11
C -2.865 -1.551 -4.190 -0.18
C 1.413 -5.179 0.933 -0.18
C 2.761 -5.797 2.807 0.00
S -1.258 0.162 0.838 0.63
N 0.373 1.924 -0.715 -0.08
H 0.080 5.820 3.912 0.11
H 0.834 -8.395 1.778 0.13
H 3.511 3.585 -2.328 0.11
H -3.945 4.497 0.387 0.08
C 4.894 1.973 -2.277 -0.07
N 1.000 -4.193 -0.013 0.00
H -2.630 -2.091 -0.196 0.01
H 2.812 -3.860 1.883 0.12
H -3.869 -1.964 -4.280 0.05
H -2.171 -3.239 -1.489 0.03
C 2.624 -8.064 3.718 -0.17
H -1.582 7.359 4.905 0.11
H -2.749 -0.708 -4.868 0.05
H -3.609 0.842 -1.016 -0.01
H 0.261 -2.875 -2.881 0.11
C 3.690 2.572 -1.992 -0.03
H 0.096 -6.678 0.145 0.12
H 6.087 0.202 -2.027 0.11
As -2.574 -0.944 -2.400 1.05
```

- orbital gap (spin up / spin down) (eV) = 8.1 / 8.2
- expectation value of S² = 2.02
- relative energy (zero: lowest compared OMol25 entry of this formula, charge and spin) (kJ/mol) = 48.1
- multiplicity = 3
- total charge = +1